Record 1
ORCA calculation (the ωB97M-V functional and the def2-TZVPD basis) on 2 unconnected molecules or ions with the total composition C5H11O.

Calculated values
orbital gap (alpha / beta): 8.034 / 10.294 eV
relative energy (zero: lowest compared OMol25 entry of this formula, charge and spin): 48.9 kcal per mole
charge: +1
<S²>: 2.007
lowest unoccupied orbital energy (alpha / beta): -0.1127 / -0.2349 Eh
spin multiplicity: 3

Last column: Mulliken charge in e.
Cartesian coordinates (Å):
C 0.40 -0.43 0.63  -0.329
C -0.88 0.17 0.46  0.666
C 2.27 0.84 0.07  -1.064
C -1.10 1.64 0.32  -1.504
C -0.76 -2.11 -0.84  -0.658
O -0.31 -0.68 -0.60  -0.115
H 0.83 -1.24 1.18  0.378
H -1.70 -0.48 0.85  0.414
H 2.24 1.69 0.74  0.403
H 1.97 0.68 -0.97  0.408
H 2.96 0.03 0.53  0.292
H -0.59 2.21 1.04  0.330
H -2.04 1.98 0.36  0.463
H -0.74 1.98 -0.65  0.341
H -1.45 -2.06 -1.73  0.274
H 0.16 -2.72 -1.11  0.312
H -1.16 -2.59 0.07  0.390

=====

Record 2
ORCA calculation (the ωB97M-V functional and the def2-TZVPD basis) on a gas-phase ion, C9H16NO2 (charge +1).

Calculated values
orbital gap: 9.130 eV
relative energy (zero: lowest compared OMol25 entry of this formula, charge and spin): 132.4 kcal per mole
charge: +1
lowest unoccupied orbital energy: -0.1408 Eh
spin multiplicity: 1

Last column: Mulliken charge in e.
Cartesian coordinates (Å):
C -0.65 0.54 -0.14  0.046
C 1.19 -1.92 -0.45  -1.487
C 0.18 -2.14 0.71  -0.712
C 2.34 -0.91 -0.22  -0.451
C -1.27 -1.83 0.29  -0.710
C -2.95 0.15 -0.02  -0.726
C -2.69 1.67 -0.15  -0.389
C 1.96 0.49 -0.50  -0.115
C 2.02 2.63 0.29  -0.789
N -1.51 -0.39 0.17  0.169
O -1.24 1.77 -0.20  -0.386
O 2.24 1.25 0.50  -0.235
H 1.62 -2.78 -0.75  0.626
H 0.71 -1.68 -1.29  0.783
H 0.10 -3.14 0.89  0.354
H 0.61 -1.54 1.51  0.447
H 2.79 -1.04 0.87  0.263
H 3.29 -0.98 -0.93  0.335
H -1.38 -2.20 -0.71  0.400
H -1.84 -2.13 1.13  0.401
H -3.39 -0.15 0.86  0.407
H -3.54 -0.20 -0.78  0.361
H -2.98 2.02 -1.06  0.295
H -2.92 2.39 0.57  0.341
H 1.62 1.01 -1.30  0.720
H 2.66 3.10 0.89  0.392
H 0.94 3.03 0.49  0.232
H 2.09 2.99 -0.66  0.426

=====

Record 3
ORCA calculation (the ωB97M-V functional and the def2-TZVPD basis) on 4 unconnected molecules or ions with the total composition C27H67Br3F3N9O9P4S2.

Calculated values
orbital gap: 8.137 eV
SMILES: O=S1(=O)O[C@](S)(CC[C@](F)(Br)C(F)(F)Br)[C@](CCCO)(P(O)Br)O1.CN(C)P(=O)(N(C)C)N(C)C.CN(C)P(=O)(N(C)C)N(C)C.CN(C)P(=O)(N(C)C)N(C)C
lowest unoccupied orbital energy: -0.0103 Eh
spin multiplicity: 1

Last column: Mulliken charge in e.
Cartesian coordinates (Å):
O 5.34 -2.02 -3.40  -0.628
S 4.52 -0.96 -3.86  1.276
O 3.60 -1.20 -4.91  -0.578
O 3.84 -0.29 -2.59  -0.292
C 3.72 1.16 -2.70  0.486
S 3.86 1.92 -1.06  -0.095
C 2.37 1.42 -3.39  -0.469
C 1.11 1.36 -2.51  -2.162
C 0.39 0.03 -2.28  0.721
F -0.87 0.38 -1.86  -0.314
Br 1.15 -1.00 -0.84  0.010
C 0.21 -0.85 -3.56  0.502
F 0.07 -0.05 -4.64  -0.276
F 1.24 -1.69 -3.72  -0.122
Br -1.40 -1.95 -3.41  -0.110
C 5.00 1.50 -3.58  0.881
C 6.28 1.91 -2.82  -1.436
C 6.83 0.86 -1.83  -0.499
C 8.25 0.35 -2.17  -0.656
O 8.28 -1.06 -2.29  -0.549
P 4.94 2.82 -4.96  -0.050
O 4.24 4.07 -4.15  -0.492
Br 3.44 2.09 -6.45  -0.187
O 5.38 0.30 -4.29  -0.452
H 3.26 3.08 -1.39  0.209
H 2.32 0.78 -4.27  0.325
H 2.40 2.44 -3.77  0.730
H 0.36 1.98 -3.01  0.373
H 1.27 1.79 -1.53  0.511
H 7.03 2.04 -3.61  0.825
H 6.19 2.89 -2.36  0.414
H 6.15 0.02 -1.75  0.337
H 6.82 1.34 -0.85  0.472
H 8.91 0.57 -1.33  0.349
H 8.62 0.81 -3.09  0.249
H 7.72 -1.30 -3.05  0.319
H 4.10 3.85 -3.22  0.378
C -3.49 0.51 -9.90  -0.694
N -4.61 0.64 -8.98  0.128
C -4.80 2.04 -8.60  -1.113
P -5.03 -0.50 -7.81  0.402
O -6.35 -0.09 -7.30  -0.849
N -5.37 -2.01 -8.56  0.286
C -5.16 -2.22 -9.99  -1.084
C -6.61 -2.64 -8.12  -1.105
N -3.48 -0.95 -7.28  0.226
C -3.32 -2.29 -6.69  -0.995
C -2.98 0.02 -6.27  -0.505
H -2.52 0.67 -9.41  0.245
H -3.60 1.26 -10.68  0.366
H -3.47 -0.45 -10.39  0.118
H -3.93 2.44 -8.06  0.339
H -5.68 2.14 -7.96  0.324
H -4.96 2.65 -9.48  0.359
H -5.69 -1.49 -10.61  0.324
H -5.51 -3.21 -10.26  0.391
H -4.10 -2.21 -10.23  0.284
H -7.50 -2.23 -8.61  0.321
H -6.74 -2.53 -7.05  0.355
H -6.55 -3.71 -8.33  0.366
H -4.05 -2.49 -5.90  0.331
H -2.32 -2.39 -6.26  0.449
H -3.41 -3.07 -7.45  0.250
H -3.57 -0.02 -5.35  0.391
H -3.02 1.04 -6.66  0.143
H -1.94 -0.19 -6.03  -0.034
C -3.57 0.06 2.34  -0.722
N -2.20 -0.35 2.56  0.181
C -1.34 0.12 1.48  -1.281
P -1.73 -1.81 3.27  0.722
O -0.28 -1.69 3.53  -0.923
N -2.39 -1.92 4.85  0.368
C -3.31 -0.92 5.37  -1.248
C -1.43 -2.32 5.88  -1.114
N -2.87 -2.85 2.56  0.109
C -3.23 -4.07 3.30  -0.972
C -2.43 -3.26 1.20  -0.985
H -4.05 -0.48 1.51  0.263
H -3.58 1.13 2.09  0.346
H -4.19 -0.05 3.22  0.164
H -1.62 -0.32 0.51  0.350
H -0.30 -0.14 1.68  0.329
H -1.40 1.21 1.39  0.369
H -2.90 0.09 5.31  0.388
H -3.54 -1.14 6.42  0.436
H -4.27 -0.97 4.86  0.317
H -0.82 -1.47 6.21  0.226
H -0.76 -3.10 5.52  0.353
H -1.96 -2.73 6.74  0.385
H -2.37 -4.66 3.61  0.331
H -3.85 -4.70 2.65  0.396
H -3.83 -3.83 4.17  0.286
H -1.54 -3.88 1.23  0.347
H -2.21 -2.38 0.59  0.181
H -3.23 -3.81 0.70  0.403
C 3.86 2.17 7.86  -0.739
N 2.72 2.76 8.54  0.117
C 3.15 3.89 9.37  -1.121
P 1.39 1.89 9.12  0.385
O 0.39 2.90 9.50  -0.853
N 0.63 1.05 7.82  0.576
C 1.20 1.04 6.48  -1.041
C -0.82 1.21 7.77  -0.888
N 2.20 0.51 9.72  0.130
C 1.44 -0.75 9.77  -0.878
C 2.74 0.77 11.07  -0.977
H 4.53 1.62 8.53  0.256
H 4.44 2.97 7.40  0.375
H 3.56 1.50 7.06  0.135
H 3.84 3.58 10.16  0.344
H 2.28 4.37 9.83  0.325
H 3.65 4.63 8.75  0.354
H 1.38 2.05 6.08  0.297
H 0.52 0.52 5.80  0.259
H 2.13 0.47 6.45  0.274
H -1.12 2.15 7.30  0.315
H -1.25 1.17 8.76  0.385
H -1.24 0.38 7.20  0.104
H 0.47 -0.65 10.28  0.309
H 2.03 -1.48 10.31  0.386
H 1.27 -1.14 8.78  0.180
H 1.94 0.92 11.82  0.355
H 3.36 1.67 11.07  0.222
H 3.36 -0.06 11.39  0.392

=====

Record 4
ORCA calculation (the ωB97M-V functional and the def2-TZVPD basis) on a gas-phase ion, C2H6NO2S (charge -1).

Calculated values
orbital gap: 6.784 eV
relative energy (zero: lowest compared OMol25 entry of this formula, charge and spin): 99.6 kcal per mole
charge: -1
lowest unoccupied orbital energy: 0.1440 Eh
spin multiplicity: 1

Last column: Mulliken charge in e.
Cartesian coordinates (Å):
C 2.04 -0.39 0.69  -0.887
C -1.54 -0.04 -0.64  -0.166
N -0.35 -0.83 -0.67  -0.530
O -1.89 0.67 0.62  -0.541
O 0.77 1.51 -0.20  -0.678
S 1.32 0.19 -0.66  0.254
H 2.83 -1.00 0.53  0.305
H 2.03 0.17 1.65  0.228
H -1.45 0.76 -1.51  0.198
H -2.50 -0.68 -0.78  0.203
H -1.09 1.06 0.82  0.315
H -0.17 -1.42 0.14  0.301

=====

Record 5
ORCA calculation (the ωB97M-V functional and the def2-TZVPD basis) on 9 unconnected molecules or ions with the total composition C12H41BF4N13O8.

Calculated values
orbital gap: 8.990 eV
relative energy (zero: lowest compared OMol25 entry of this formula, charge and spin): 39.2 kcal per mole
charge: -1
lowest unoccupied orbital energy: 0.0784 Eh
spin multiplicity: 1

Last column: Mulliken charge in e.
Cartesian coordinates (Å):
B -0.53 0.39 0.25  0.205
F -0.78 -0.64 -0.64  0.459
F -0.20 -0.16 1.48  0.231
F 0.57 1.09 -0.21  0.266
F -1.62 1.18 0.42  -0.599
C -3.79 -1.72 2.86  -1.348
C -4.46 -1.94 1.52  0.498
C -3.94 -1.00 0.44  -0.024
O -4.60 -1.26 -0.77  -0.447
C -4.24 -0.29 -1.73  -0.499
N -4.32 -3.35 1.17  -0.855
H -4.40 -0.97 3.36  0.411
H -2.75 -1.45 2.71  0.100
H -3.87 -2.64 3.45  0.402
H -5.53 -1.68 1.59  0.442
H -2.84 -1.08 0.42  -0.281
H -4.12 0.01 0.84  0.372
H -4.58 0.72 -1.48  0.316
H -4.68 -0.53 -2.70  0.317
H -3.16 -0.15 -1.81  0.010
H -3.40 -3.69 1.45  0.228
H -4.26 -3.35 0.16  0.378
C 0.54 0.91 4.39  -0.958
C -0.13 2.16 3.69  0.521
O -1.40 1.94 3.11  -0.658
H 0.59 -0.02 3.83  0.083
H 0.15 0.65 5.37  0.311
H 1.60 1.19 4.44  0.361
H 0.47 2.38 2.80  -0.374
H -0.04 3.05 4.31  0.437
H -1.28 1.56 2.23  0.197
C -0.85 3.66 -2.15  0.375
O -1.04 4.51 -3.02  -0.710
N -0.14 2.49 -2.41  -0.048
N -1.12 3.80 -0.85  -0.200
H 0.19 2.49 -3.36  0.218
H 0.04 1.92 -1.59  -0.051
H -1.39 2.96 -0.36  0.208
H -1.21 4.67 -0.35  0.206
C 3.39 1.77 -3.62  0.549
O 3.66 2.92 -3.95  -0.726
N 2.93 1.41 -2.42  0.004
N 3.72 0.72 -4.44  -0.307
H 3.10 0.45 -2.20  0.052
H 2.73 2.09 -1.70  -0.050
H 3.64 -0.22 -4.10  0.165
H 4.19 0.99 -5.29  0.215
C -0.48 -4.00 0.94  0.388
O -0.21 -5.15 1.27  -0.741
N -0.71 -3.57 -0.32  -0.127
N -0.84 -3.09 1.86  0.100
H -0.94 -4.25 -1.02  0.253
H -1.11 -2.67 -0.51  -0.039
H -0.63 -3.13 2.84  0.203
H -1.15 -2.17 1.60  -0.495
C 3.20 -1.32 1.06  0.341
O 3.49 -0.15 0.73  -0.698
N 2.01 -1.84 0.95  0.058
N 4.11 -2.14 1.61  -0.432
H 1.41 -1.14 0.52  -0.358
H 1.77 -2.75 1.28  0.168
H 3.94 -3.03 2.04  0.134
H 5.09 -1.91 1.57  0.249
C 3.46 3.28 0.87  0.483
O 3.69 4.50 0.86  -0.769
N 2.20 2.83 0.88  -0.190
N 4.42 2.35 1.02  -0.309
H 1.87 1.90 1.02  -0.094
H 1.50 3.53 0.70  0.085
H 4.24 1.34 0.98  0.498
H 5.35 2.73 1.06  0.156
C 0.82 -1.15 -3.89  0.516
O 1.70 -1.62 -4.63  -0.752
N 0.62 -1.69 -2.68  -0.041
N -0.07 -0.22 -4.30  -0.324
H -0.20 -1.41 -2.16  -0.228
H 1.14 -2.53 -2.48  0.184
H -0.59 0.33 -3.63  0.101
H 0.05 0.23 -5.20  0.276

=====

Record 6
ORCA calculation (the ωB97M-V functional and the def2-TZVPD basis) on 2 unconnected molecules or ions with the total composition C4H13N2.

Calculated values
orbital gap: 5.589 eV
relative energy (zero: lowest compared OMol25 entry of this formula, charge and spin): 176.6 kcal per mole
charge: +1
lowest unoccupied orbital energy: -0.3121 Eh
spin multiplicity: 1

Last column: Mulliken charge in e.
Cartesian coordinates (Å):
N 1.03 -0.23 -1.23  -0.372
C 2.14 -0.59 -0.42  -0.313
C 2.37 0.49 0.61  -1.039
N -1.06 -0.01 0.28  -0.109
C -1.86 1.03 -0.45  -0.924
C -2.22 -0.81 0.91  -0.940
H 0.99 -0.78 -2.08  0.248
H 0.01 -0.16 -0.59  0.517
H 1.65 0.24 1.36  0.273
H 3.13 -0.81 -0.80  0.455
H 1.91 -1.40 0.18  0.268
H 2.16 1.52 0.25  0.290
H 3.37 0.60 0.92  0.373
H -1.18 1.72 -0.90  0.354
H -2.62 1.56 0.08  0.411
H -2.53 0.75 -1.31  0.388
H -2.58 -0.27 1.73  0.351
H -1.83 -1.74 1.26  0.363
H -2.90 -1.11 0.18  0.408

=====

Record 7
ORCA calculation (the ωB97M-V functional and the def2-TZVPD basis) on a gas-phase ion, C9H10NOS (charge +1).

Calculated values
orbital gap (alpha / beta): 6.617 / 5.936 eV
relative energy (zero: lowest compared OMol25 entry of this formula, charge and spin): 172.8 kcal per mole
charge: +1
lowest unoccupied orbital energy (alpha / beta): -0.1609 / -0.1775 Eh
spin multiplicity: 1

Last column: Mulliken charge in e.
Cartesian coordinates (Å):
C 0.96 -1.46 2.25  -0.271
C -0.06 -1.51 1.22  0.205
C -1.83 1.36 -2.92  -0.304
C 0.33 1.83 -2.14  0.042
C 1.92 -0.70 2.70  0.188
C -1.52 0.46 -1.99  0.604
C 0.52 0.07 -0.47  -0.628
C 2.87 0.29 3.15  -0.878
C -2.37 -0.54 -1.40  -1.132
N -0.25 0.76 -1.59  0.292
O -0.21 -0.79 0.15  -0.148
S -0.51 2.40 -3.40  0.005
H 0.67 -2.40 2.83  0.236
H -0.89 -2.35 1.29  0.293
H -2.62 1.38 -3.67  0.397
H 1.34 2.18 -1.92  0.383
H 3.92 -0.20 3.45  0.263
H 3.09 1.01 2.23  0.235
H 2.57 0.97 3.93  0.320
H -2.55 -0.48 -0.31  0.276
H -3.33 -0.62 -1.95  0.332
H -2.05 -1.66 -1.43  0.289

=====

Record 8
ORCA calculation (the ωB97M-V functional and the def2-TZVPD basis) on a molecular structure, C61H46Cl4FGeLaOP3.

Calculated values
orbital gap: 7.060 eV
relative energy (zero: lowest compared OMol25 entry of this formula, charge and spin): 49.5 kcal per mole
charge: +1
lowest unoccupied orbital energy: -0.1066 Eh
spin multiplicity: 1

Last column: Mulliken charge in e.
Cartesian coordinates (Å):
La 14.54 8.75 13.65  1.737
F 14.24 10.94 14.48  -0.311
Ge 15.16 12.70 15.29  0.887
C 14.66 13.90 13.82  -0.898
C 14.59 15.24 14.24  -0.132
C 14.62 16.32 13.35  -0.848
C 14.53 16.07 12.00  -1.050
C 14.29 14.75 11.55  -0.636
C 14.36 13.65 12.44  0.641
P 13.95 12.05 11.74  1.209
C 12.24 12.22 11.15  0.693
C 11.62 11.02 10.72  -0.167
C 10.29 11.07 10.29  -0.582
C 9.66 12.30 10.09  -0.603
C 10.27 13.49 10.51  -0.688
C 11.59 13.44 10.97  -0.410
C 14.84 12.19 10.13  0.545
C 16.08 12.95 10.11  -0.405
C 16.69 13.30 8.93  -0.444
C 16.17 12.90 7.69  -0.657
C 15.04 12.06 7.70  -0.583
C 14.32 11.80 8.88  -0.525
C 14.60 13.31 17.04  2.513
C 15.40 14.29 17.59  -0.354
C 14.78 15.40 18.23  -0.996
C 13.37 15.48 18.19  -1.003
C 12.58 14.38 17.82  -0.532
C 13.16 13.20 17.36  -1.377
P 12.35 11.60 17.53  0.816
C 10.66 11.94 17.32  0.289
C 10.12 11.65 16.04  -0.981
C 8.80 11.87 15.79  -0.503
C 7.99 12.52 16.74  -0.562
C 8.53 12.89 17.96  -0.723
C 9.86 12.54 18.28  -0.223
C 12.40 11.25 19.30  1.069
C 11.41 10.35 19.83  -0.992
C 11.27 10.21 21.21  -0.575
C 12.03 11.01 22.08  -0.685
C 13.12 11.76 21.58  -0.309
C 13.29 11.90 20.20  -1.060
C 17.08 12.65 14.99  0.829
C 17.60 13.96 14.82  -0.634
C 18.90 14.19 14.34  -0.895
C 19.79 13.10 14.15  -0.814
C 19.33 11.82 14.47  -0.694
C 18.05 11.59 15.03  0.112
P 17.73 9.90 15.65  0.138
C 19.29 9.67 16.57  0.353
C 19.91 8.44 16.75  -0.428
C 21.01 8.33 17.61  -0.588
C 21.43 9.41 18.37  -0.417
C 20.85 10.66 18.18  -0.839
C 19.83 10.78 17.24  -0.051
C 16.49 9.67 16.95  1.260
C 16.43 10.54 18.03  0.761
C 15.74 10.19 19.22  -0.994
C 15.22 8.93 19.38  -0.866
C 15.12 8.00 18.27  -0.681
C 15.76 8.38 16.90  -1.161
H 14.58 15.42 15.32  0.191
H 14.77 17.34 13.71  0.447
H 14.66 16.86 11.28  0.444
H 14.07 14.60 10.46  0.605
H 12.17 10.08 10.75  -0.355
H 9.76 10.16 10.06  0.483
H 8.66 12.31 9.61  0.336
H 9.73 14.45 10.43  0.423
H 12.06 14.38 11.32  0.372
H 16.63 13.12 11.02  0.405
H 17.58 13.95 8.91  0.387
H 16.57 13.28 6.75  0.369
H 14.58 11.68 6.78  0.397
H 13.38 11.32 8.83  0.492
H 16.47 14.16 17.52  0.539
H 15.41 16.18 18.62  0.494
H 12.88 16.47 18.41  0.373
H 11.52 14.40 17.92  0.643
H 10.79 11.21 15.29  0.361
H 8.36 11.60 14.84  0.471
H 6.93 12.70 16.53  0.377
H 7.90 13.42 18.66  0.418
H 10.21 12.77 19.28  0.474
H 10.79 9.76 19.15  0.439
H 10.47 9.55 21.61  0.386
H 11.85 11.01 23.17  0.377
H 13.85 12.25 22.23  0.403
H 14.04 12.48 19.74  0.660
H 16.97 14.79 15.12  0.419
H 19.25 15.24 14.24  0.390
H 20.83 13.21 13.84  0.475
H 19.93 10.94 14.28  0.520
H 19.43 7.60 16.25  0.379
H 21.45 7.32 17.72  0.360
H 22.23 9.25 19.11  0.379
H 21.21 11.57 18.68  0.428
H 19.41 11.78 17.08  0.183
H 16.84 11.56 17.96  0.326
H 15.59 10.90 20.05  0.673
H 14.82 8.58 20.35  0.338
H 15.06 6.94 18.49  0.629
H 16.14 7.51 16.42  0.598
Cl 16.96 5.64 7.81  -0.197
C 16.13 6.56 8.95  0.079
C 16.69 7.37 9.95  -0.819
C 16.02 8.12 10.87  0.385
Cl 16.99 8.86 12.31  -0.178
C 14.66 8.27 10.71  0.264
O 14.00 9.13 11.47  -0.445
C 13.99 7.50 9.66  0.370
Cl 12.29 7.48 9.75  -0.178
C 14.72 6.60 8.82  -0.488
H 17.75 7.34 10.15  0.496
H 14.24 5.92 8.12  0.445
Cl 13.74 6.14 14.29  -0.659
C 14.29 8.33 17.10  -1.128
H 13.70 9.27 17.07  -0.203
H 13.93 7.48 16.58  0.776

=====

Number 1: strongest force on any atom 4.06 eV Å⁻¹. Number 2: strongest force on any atom 5.65 eV Å⁻¹. Number 3: strongest force on any atom 4.47 eV Å⁻¹. Number 4: strongest force on any atom 3.74 eV Å⁻¹. Number 5: strongest force on any atom 2.84 eV Å⁻¹. Number 6: strongest force on any atom 4.92 eV Å⁻¹. Number 7: strongest force on any atom 4.24 eV Å⁻¹. Number 8: strongest force on any atom 3.26 eV Å⁻¹.